Arrangement one

{
  "formula": "C6H5NO2",
  "method": "ωB97M-V with the def2-TZVPD basis set",
  "symbols": ["O", "O", "N", "C", "C", "C", "C", "C", "C", "H", "H", "H", "H", "H"],
  "xyz": [[0.469, 1.551, 1.276], [-0.379, -1.795, -1.017], [-2.003, -0.203, -0.863], [1.595, 0.662, 0.995], [-0.908, 0.250, -0.194], [1.272, -0.665, 0.269], [-0.571, 1.337, 0.500], [-1.703, -1.352, -1.290], [0.071, -0.792, -0.290], [-2.406, -2.002, -1.872], [-2.136, 2.702, 0.067], [2.370, 1.005, 0.265], [2.153, 0.674, 1.915], [2.174, -1.372, 0.237]],
  "lowdin_charge": [-0.0427, 0.0880, 0.1411, -0.1252, -0.3189, 0.0121, -0.0711, -0.1049, -0.3258, 0.1548, 0.2100, 0.1232, 0.1138, 0.1458],
  "e_lumo_ev": [-0.80, -0.80],
  "homo_energy_ev": [-7.7, -7.7]
}

---

Arrangement two

{
  "formula": "C6H5NO2",
  "method": "ωB97M-V with the def2-TZVPD basis set",
  "symbols": ["O", "O", "N", "C", "C", "C", "C", "C", "C", "H", "H", "H", "H", "H"],
  "xyz": [[2.330, 0.736, 0.254], [2.335, -1.437, 0.440], [0.301, -0.349, 0.025], [1.946, 1.921, -0.300], [-2.966, 1.116, -0.031], [-1.763, 0.904, -0.033], [1.718, -0.423, 0.171], [-0.341, -1.639, -0.135], [-0.387, 0.778, 0.168], [-1.328, -1.424, -0.097], [-4.041, 1.461, -0.126], [2.227, 2.807, 0.286], [-0.116, -2.045, -1.179], [0.086, -2.406, 0.557]],
  "lowdin_charge": [-0.0350, 0.1297, -0.0708, 0.1493, 0.1303, -0.1544, -0.5044, -0.0045, -0.0093, 0.0333, 0.0726, 0.0137, 0.1328, 0.1168],
  "e_lumo_ev": -0.83,
  "homo_energy_ev": -8.1
}

---

Short version: arrangement two is the least stable of them.